No. 1
8
Properties=species:S:1:pos:R:3:nbo_charge:R:1 method="wB97M-V/def2-TZVPD" charge=+1 largest_force_ev_per_a=5.1 homo_lumo_gap_ev="6.71 / 5.58"
C -0.758 -0.044 -0.152 -0.052
N 2.769 -0.176 0.032 -0.119
N 2.071 0.470 0.620 0.374
N -1.880 0.483 -0.085 -0.684
H -0.591 -1.188 -0.047 0.155
H 3.133 -1.030 -0.423 0.511
H -2.691 -0.065 -0.016 0.391
H -2.053 1.550 0.071 0.423

No. 2
11
Properties=species:S:1:pos:R:3:nbo_charge:R:1 method="wB97M-V/def2-TZVPD" charge=+1 largest_force_ev_per_a=5.4 homo_lumo_gap_ev="8.86 / 8.85"
C -1.718 0.018 0.003 0.761
N -2.463 0.936 0.203 -0.525
N -1.236 -1.149 -0.004 -0.793
N 1.843 0.143 -0.075 0.306
O 3.155 0.376 0.224 -0.495
O 1.439 -0.952 -0.166 -0.322
S 0.890 1.430 -0.144 0.076
H -3.396 1.381 0.050 0.500
H 3.583 1.127 -0.128 0.523
H -1.728 -1.882 0.584 0.477
H -0.369 -1.427 -0.546 0.492

No. 3
12
Properties=species:S:1:pos:R:3:nbo_charge:R:1 method="wB97M-V/def2-TZVPD" charge=+1 largest_force_ev_per_a=3.7 homo_lumo_gap_ev="8.76 / 8.76"
C 0.818 -0.392 -0.806 0.436
N 1.935 0.159 -0.659 -0.560
N 0.082 -1.383 -0.329 0.377
N -2.137 0.717 -0.131 -0.912
O -0.160 -2.357 -0.984 -0.290
O -0.647 -1.091 0.712 -0.508
S 3.168 -0.205 0.698 0.262
S -2.457 -0.660 0.366 1.115
H 2.095 1.115 -0.932 0.457
H -2.447 0.824 -1.156 0.403
H 2.276 -0.862 1.399 0.123
H -2.345 -0.427 1.694 0.098

No. 4
16
Properties=species:S:1:pos:R:3:nbo_charge:R:1 method="wB97M-V/def2-TZVPD" charge=-1 largest_force_ev_per_a=1.6 homo_lumo_gap_ev=7.87
C -0.674 -0.168 -0.674 0.824
N -1.958 -0.507 -0.394 -0.836
N -0.420 1.143 -0.859 -0.466
N 0.931 1.525 -0.804 -0.618
O 1.053 -3.578 -0.285 -0.923
O 0.157 -1.052 -1.019 -0.712
O -1.190 -2.949 0.395 -0.988
O 0.410 0.036 1.292 -1.028
O 2.418 1.409 1.335 -0.998
S 1.121 3.153 -0.340 -0.006
S 0.236 -2.588 0.384 1.749
S 1.650 0.396 0.554 1.614
H -2.484 0.129 0.183 0.376
H -2.018 -1.495 -0.124 0.436
H -1.065 1.796 -0.417 0.371
H 1.833 2.751 0.774 0.205

No. 5
9
Properties=species:S:1:pos:R:3:nbo_charge:R:1 method="wB97M-V/def2-TZVPD" charge=+1 largest_force_ev_per_a=1.8 homo_lumo_gap_ev=7.72
C -2.048 0.250 -0.249 -0.335
N 3.523 -0.465 -0.281 -0.442
N 1.288 -0.289 0.235 -0.245
N 2.396 -0.462 0.057 0.331
S -1.554 -1.273 0.022 0.508
H -3.007 0.587 -0.710 0.285
H -1.229 0.960 -0.098 0.255
H 4.358 -0.763 0.177 0.434
H -0.318 -0.911 0.488 0.209

No. 6
9
Properties=species:S:1:pos:R:3:nbo_charge:R:1 method="wB97M-V/def2-TZVPD" largest_force_ev_per_a=4.8 homo_lumo_gap_ev=10.32
C -0.851 0.922 -0.332 0.136
N -1.672 0.011 -0.666 -0.301
N -0.748 -0.969 -0.227 -0.341
N 0.061 0.122 0.285 -0.140
N 1.395 0.142 0.270 -0.650
H -0.839 2.046 -0.326 0.206
H -1.218 -1.789 0.394 0.367
H 2.024 -0.157 -0.563 0.362
H 1.849 -0.328 1.165 0.362